Entry 1:
Entry from the Open Molecules 2025 dataset: a molecular structure, C33H51BFGeN9O4SY in a non-equilibrium geometry (the ωB97M-V functional and the def2-TZVPD basis).

```
102
Properties=species:S:1:pos:R:3
Y 0.26608 0.71319 -1.74826
C 1.82907 0.66735 -3.73929
C 1.30526 -0.43231 -4.75309
C 1.69375 -1.85481 -4.31348
C -0.26914 -0.16370 -4.86207
C -1.11748 -0.23087 -5.98150
C -2.31509 0.34781 -5.59631
N -2.10931 0.74236 -4.33019
N -0.83838 0.51635 -3.92324
B -2.98957 1.49883 -3.32853
N -3.31645 0.51101 -2.20411
C -3.43274 -0.85687 -2.26651
C -4.04353 -1.26317 -1.09901
C -4.30840 -0.01963 -0.37298
N -3.87644 1.03325 -1.08247
C -4.77596 0.09179 1.09319
C -4.32849 1.45564 1.68728
C -6.19504 -0.08706 1.45483
N -2.27850 2.79980 -2.73781
C -2.57137 4.05395 -3.10548
C -1.69459 4.88884 -2.47082
C -0.89140 4.09000 -1.75268
N -1.20819 2.79170 -1.90259
C 0.15233 4.64083 -0.77769
C 1.65139 4.42702 -1.24784
C 0.02344 3.96646 0.61435
H 2.97383 0.43574 -3.55368
H 2.11223 -3.41197 3.35522
H 1.84401 1.62815 -4.17578
H 1.69010 -0.24431 -5.77542
H 1.37147 -2.08417 -3.27076
H 2.77990 -1.93400 -4.32933
H 1.44594 -2.73829 -4.87045
H -0.69630 -0.63895 -6.88698
H -3.28295 0.52763 -6.06455
H -4.00980 2.01470 -3.75118
H -2.99682 -1.37587 -3.12299
H -4.11218 -2.22540 -0.70292
H -4.20893 -0.65699 1.69538
H -4.92216 2.30860 1.28154
H -3.21151 1.68280 1.52797
H -4.47338 1.33165 2.76061
H -6.94519 0.57501 0.87644
H -6.29234 -0.05833 2.54188
H -6.52042 -1.10360 1.18170
H -3.38446 4.32199 -3.76877
H -1.69925 5.96507 -2.51519
H -0.05507 5.71761 -0.64549
H 1.94843 3.38634 -1.19268
H 2.34343 5.07596 -0.67191
H 1.61113 4.75540 -2.27978
H 0.13912 2.88570 0.52132
H -0.95617 4.14209 1.15923
H 0.77958 4.36344 1.27872
O -1.27460 0.31576 0.37545
C -1.57129 -0.73908 0.88580
C -1.34539 -2.10621 0.38418
C -1.73195 -3.14282 1.21061
C -1.35204 -4.42261 0.86751
C -0.65919 -4.75896 -0.29091
C -0.29216 -3.66570 -1.08902
C -0.68916 -2.32931 -0.85620
O -0.20198 -1.38603 -1.55346
N -1.71540 -5.57097 1.73153
O -2.36967 -5.37519 2.76975
O -1.30905 -6.67606 1.45534
H -1.92834 -0.70246 1.95294
H -2.27968 -2.93947 2.08443
H -0.42101 -5.80019 -0.46595
H 0.32806 -3.84762 -1.95309
F 1.41519 1.20920 -0.14261
S 3.98708 0.29345 6.68598
C 3.21521 1.08813 5.41539
N 2.51663 0.41427 4.50399
C 2.03475 0.92127 3.23159
C 1.42998 2.29228 3.54530
C 2.49754 3.14238 4.26377
N 3.22257 2.45606 5.32030
H 2.54136 -0.62192 4.59875
H 1.32077 0.27192 2.76095
H 2.90517 0.97949 2.52214
H 0.62503 2.10943 4.27707
H 0.90776 2.64895 2.67049
H 1.92687 3.99930 4.71280
H 3.30896 3.62699 3.64319
H 3.75151 2.94445 6.03056
C 4.17903 -4.05114 0.55511
Ge 3.86736 -2.61684 1.80086
C 5.07137 -2.96781 3.31322
C 4.22923 -1.04241 0.75775
C 2.03237 -2.86379 2.41952
H 4.93681 -3.78198 -0.18421
H 3.26478 -4.32231 0.06586
H 4.50584 -4.96499 1.03908
H 6.10416 -3.07084 2.84873
H 4.72390 -3.92754 3.71022
H 5.01817 -2.32626 4.11565
H 4.72879 -0.36867 1.44645
H 3.27440 -0.59000 0.38288
H 4.86565 -1.28676 -0.09301
H 1.39792 -1.97438 2.64988
H 1.37323 -3.44672 1.76760
```

Values from the calculation:
DFT total energy	-128442.52764	eV
energy above the lowest of the compared OMol25 structures with the same formula, charge and spin	48.0	kcal/mol
E_HOMO	-5.2	eV
charge	-1

---

Entry 2:
Entry from the Open Molecules 2025 dataset: a molecular structure, C33H51BN3P2PdS5 in a non-equilibrium geometry (the ωB97M-V functional and the def2-TZVPD basis).

```
96
Properties=species:S:1:pos:R:3
Pd -0.27819 0.64373 0.45711
C -2.54404 3.24275 1.98791
C -2.72418 3.37981 0.47430
C -4.22070 3.61512 0.20596
C -1.96025 4.61033 -0.02710
P -2.11095 1.78625 -0.32142
C -3.54898 0.65794 -0.04841
N -2.94194 -0.63826 -0.09802
B -1.53108 -0.83238 0.02050
N -1.31958 -2.23447 -0.26459
C -0.14053 -3.04905 -0.45196
P 1.35807 -2.44559 0.43716
C 1.26575 -3.39154 2.05228
C 1.47827 -4.89968 1.88353
C 2.30042 -2.85069 3.04292
C -0.13597 -3.15971 2.63614
C 2.72336 -3.09158 -0.67601
C 2.47788 -4.51025 -1.21800
C 2.74506 -2.13700 -1.88234
C 4.08515 -3.07931 0.02100
C -2.57402 -2.81768 -0.50611
C -2.90201 -4.12073 -0.83729
C -4.24704 -4.42528 -1.03396
C -5.23090 -3.45296 -0.91258
C -4.90512 -2.13855 -0.59006
C -3.57159 -1.83928 -0.38702
C -2.01634 1.95762 -2.18520
C -1.98919 0.54901 -2.79587
C -3.18603 2.71641 -2.81860
C -0.69135 2.64253 -2.54311
H -2.75751 4.20746 2.45377
H -1.53370 2.95298 2.26398
H -3.23202 2.51111 2.41700
H -4.51558 4.48796 0.79384
H -4.85518 2.79157 0.52788
H -4.43679 3.83862 -0.83418
H -2.28144 5.47685 0.55562
H -2.17714 4.82493 -1.07200
H -0.88286 4.51559 0.08248
H -4.29736 0.78703 -0.83630
H -4.03568 0.86579 0.90804
H 0.08290 -3.15645 -1.51625
H -0.33610 -4.05611 -0.07239
H 2.51823 -5.14396 1.67151
H 0.85065 -5.33807 1.10675
H 1.21506 -5.38616 2.82616
H 3.31539 -2.85035 2.64596
H 2.29112 -3.48341 3.93358
H 2.04540 -1.84132 3.35891
H -0.91162 -3.68838 2.07992
H -0.39924 -2.10091 2.67025
H -0.14579 -3.53942 3.66035
H 1.50534 -4.62603 -1.69614
H 2.58087 -5.27469 -0.45302
H 3.23216 -4.71291 -1.98263
H 1.83762 -2.22595 -2.48303
H 3.58884 -2.39906 -2.52412
H 2.86129 -1.09054 -1.59919
H 4.14929 -3.84702 0.79202
H 4.32865 -2.11559 0.46878
H 4.85302 -3.30059 -0.72373
H -2.14419 -4.88459 -0.95217
H -4.52658 -5.43778 -1.29150
H -6.26668 -3.71896 -1.07390
H -5.67390 -1.38218 -0.49660
H -2.94223 0.02805 -2.69271
H -1.20348 -0.06954 -2.35915
H -1.77824 0.65195 -3.86301
H -4.15569 2.30013 -2.54309
H -3.09604 2.63309 -3.90396
H -3.17944 3.77698 -2.57705
H 0.14991 1.98997 -2.30228
H -0.54104 3.59043 -2.02906
H -0.67450 2.83631 -3.61815
S 4.80658 1.57710 5.83660
C 3.70566 1.29835 4.69278
S 4.08827 0.67364 3.11184
C 2.47813 0.72512 2.42707
C 1.42078 1.06214 3.36704
S -0.17817 0.83856 3.09743
S 1.99171 1.58750 4.91927
S 2.23177 0.30075 0.87681
C 3.65601 6.58655 0.85282
C 2.76222 5.38480 0.79648
C 1.87854 5.08528 1.82959
C 1.08081 3.95955 1.74123
N 1.10414 3.11307 0.70883
C 1.96400 3.39168 -0.27117
C 2.79166 4.50092 -0.27659
H 3.14385 7.43779 1.29947
H 4.00468 6.86909 -0.13881
H 4.53316 6.37188 1.46656
H 1.80699 5.72403 2.70080
H 0.39402 3.72107 2.54550
H 1.99688 2.68704 -1.09561
H 3.45618 4.66925 -1.11421
```

Values from the calculation:
DFT total energy	-116427.18076	eV
energy above the lowest of the compared OMol25 structures with the same formula, charge and spin	0.0	kcal/mol
E_HOMO	-10.1	eV
charge	+1

---

Entry 3:
Entry from the Open Molecules 2025 dataset: a molecular structure, C33H51N2O26S2 in a non-equilibrium geometry (the ωB97M-V functional and the def2-TZVPD basis).

```
114
Properties=species:S:1:pos:R:3
C 0.64311 3.16602 0.69322
C -0.82405 2.84968 0.56677
O -1.63168 3.70325 0.24093
O -1.24470 1.60229 0.87725
C -0.54880 0.55350 0.16105
C -0.70324 -0.76304 0.92655
C 0.60984 -1.40654 1.33203
S 1.63299 -1.91468 -0.05277
O 1.43885 -1.07527 -1.20631
O 1.41048 -3.31262 -0.36502
N 3.16722 -1.86843 0.48744
S 3.73391 -0.39621 0.61708
O 4.42456 0.01393 -0.56849
O 2.82219 0.62807 1.10548
N 4.98514 -0.49824 1.82303
C 4.63688 -1.24742 2.99095
C 5.76631 -1.34450 4.00117
O 3.57830 -1.78956 3.20090
C 5.32289 0.89881 2.17261
C 4.71675 1.54736 3.38105
O 6.12150 1.48947 1.48465
H 1.10259 2.49401 1.41123
H 0.79084 4.20209 0.95569
H 1.12054 2.93923 -0.25497
H 0.48341 0.78998 -0.06351
H -1.04237 0.44674 -0.79601
H -1.22443 -0.52217 1.85081
H -1.36119 -1.42805 0.37880
H 1.17527 -0.80575 2.02970
H 0.37267 -2.31649 1.88131
H 6.70858 -1.16610 3.48847
H 5.65569 -0.55727 4.73787
H 5.78743 -2.32458 4.45445
H 4.47976 2.57886 3.19110
H 5.46223 1.54589 4.16298
H 3.84494 1.03302 3.77057
C 1.01384 6.28313 -2.85883
C 0.59253 5.00074 -3.53228
C -0.75686 5.06322 -4.20850
O -1.20386 3.70445 -4.11824
C -0.59676 3.14435 -3.03782
O -0.88572 2.09830 -2.56954
O 0.38475 3.95719 -2.57046
H 0.34445 6.51666 -2.03043
H 2.01684 6.18329 -2.44316
H 1.01104 7.11174 -3.56764
H 1.36730 4.66696 -4.22937
H -0.69712 5.37570 -5.24613
H -1.46867 5.70207 -3.68382
C -6.43791 6.45099 -7.25944
C -4.93001 6.43061 -7.21927
C -4.33515 5.20718 -6.56127
O -3.10258 5.71458 -6.03534
C -3.26644 7.04232 -5.81775
O -2.50760 7.72485 -5.21423
O -4.41815 7.48288 -6.38314
H -6.84770 6.50418 -6.25068
H -6.79394 7.32988 -7.79647
H -6.82401 5.56121 -7.75653
H -4.52244 6.57285 -8.22420
H -4.14472 4.39911 -7.26292
H -4.93794 4.82834 -5.73316
C 2.92983 -6.98888 3.12406
C 1.65005 -6.34728 2.65154
C 1.79959 -4.92816 2.17216
O 0.51310 -4.36732 2.45433
C -0.01575 -5.06068 3.48030
O -0.98818 -4.73284 4.08512
O 0.70883 -6.18008 3.73801
H 3.31003 -6.47916 4.00971
H 2.75758 -8.02951 3.40183
H 3.68662 -6.95890 2.34079
H 1.17307 -6.97189 1.89069
H 2.01180 -4.85798 1.10889
H 2.55628 -4.36317 2.72265
C -5.07213 -6.35156 1.29066
C -4.20395 -5.17927 0.90392
C -4.02853 -4.14252 1.98657
O -3.82838 -2.94155 1.22764
C -4.43902 -3.10445 0.03282
O -4.62600 -2.24452 -0.75987
O -4.81704 -4.40190 -0.14176
H -6.09742 -6.02631 1.47246
H -5.10653 -7.08609 0.48478
H -4.68617 -6.83864 2.18587
H -3.23586 -5.53255 0.53761
H -3.16738 -4.33742 2.62363
H -4.91662 -4.01918 2.61224
C -4.15853 -5.98947 -2.82773
C -4.50810 -7.31608 -3.45154
C -5.86178 -7.35680 -4.11928
O -6.23203 -8.73620 -3.97741
C -5.58941 -9.22180 -2.88578
O -5.81963 -10.27048 -2.38189
O -4.65486 -8.34373 -2.45021
H -4.82959 -5.76174 -2.00379
H -3.14898 -6.01705 -2.41718
H -4.20950 -5.18489 -3.56091
H -3.72090 -7.63170 -4.14189
H -5.82492 -7.07862 -5.16960
H -6.60548 -6.74050 -3.60888
C 7.06385 7.33496 6.02803
C 6.65977 6.18304 5.14135
C 5.39600 6.41544 4.34457
O 4.88203 5.08886 4.19868
C 5.33813 4.35285 5.23968
O 4.94971 3.26717 5.50918
O 6.29909 5.02980 5.92119
H 6.32076 7.49704 6.80939
H 8.00947 7.12064 6.52533
H 7.17796 8.24981 5.44644
H 7.48853 5.89976 4.48708
H 5.58331 6.86001 3.37030
H 4.65961 7.01939 4.88082
```

Values from the calculation:
DFT total energy	-112936.97587	eV
E_HOMO	-5.9	eV
charge	-1

---

Orbital gap / eV: 7.01 5.49 7.78